1.
# C36H40GeN2O3Pt

A structure of composition C36H40GeN2O3Pt (ωB97M-V with the def2-TZVPD basis set, OMol25).

Summary:
- Multiplicity: 2
- Charge: +3

CARTESIAN COORDINATES (ANGSTROEM)
Pt -0.138 0.024 1.145
C -0.370 0.299 -3.096
O -0.135 1.202 -1.954
C -1.249 2.174 -1.937
C -1.356 2.862 -0.604
O -1.593 1.988 0.497
C -2.940 1.522 0.670
C -3.145 0.186 -0.019
O -1.883 -0.517 -0.003
C -1.991 -1.822 -0.607
H -0.374 0.884 -4.013
H 0.432 -0.426 -3.105
H -1.328 -0.185 -2.936
H -1.073 2.888 -2.745
H -2.136 1.592 -2.176
H -0.427 3.372 -0.383
H -2.143 3.619 -0.653
H -3.084 1.412 1.744
H -3.637 2.275 0.299
H -3.890 -0.411 0.506
H -3.455 0.295 -1.061
H -2.839 -2.362 -0.184
H -2.157 -1.715 -1.679
H -1.062 -2.356 -0.428
C -1.713 -2.203 2.576
N -0.460 -1.430 2.463
C 0.512 -1.707 3.283
C 1.671 -0.905 3.159
C 2.936 -0.834 3.780
C 3.620 0.140 3.113
C 2.739 0.670 2.081
N 1.590 0.045 2.121
C -2.877 -1.332 2.981
C -2.699 -0.214 3.792
C -3.802 0.498 4.245
C -5.082 0.099 3.890
C -5.263 -1.023 3.091
C -4.164 -1.738 2.639
H -1.530 -2.976 3.325
H -1.888 -2.715 1.634
H 0.403 -2.485 4.029
H 3.274 -1.440 4.605
H 4.625 0.490 3.290
H 2.954 1.456 1.375
H -1.708 0.106 4.093
H -3.661 1.354 4.893
H -5.941 0.652 4.247
H -6.261 -1.350 2.832
H -4.314 -2.629 2.037
C 2.812 5.415 0.894
C 2.024 4.372 1.375
C 1.656 3.343 0.524
C 2.050 3.333 -0.815
C 2.849 4.380 -1.279
C 3.225 5.415 -0.428
Ge 1.809 1.882 -2.069
C 1.826 2.468 -3.881
C 1.314 3.711 -4.252
C 1.345 4.106 -5.581
C 1.872 3.256 -6.545
C 2.372 2.010 -6.186
C 2.349 1.617 -4.856
C 2.957 0.432 -1.509
C 4.153 0.869 -0.923
C 5.108 -0.037 -0.488
C 4.875 -1.402 -0.603
C 3.691 -1.854 -1.169
C 2.745 -0.945 -1.620
H 3.099 6.224 1.553
H 1.701 4.368 2.408
H 1.031 2.548 0.932
H 3.194 4.398 -2.306
H 3.837 6.222 -0.807
H 0.905 4.388 -3.509
H 0.963 5.077 -5.866
H 1.902 3.570 -7.580
H 2.783 1.352 -6.939
H 2.768 0.654 -4.580
H 4.364 1.932 -0.831
H 6.041 0.321 -0.072
H 5.623 -2.110 -0.273
H 3.515 -2.916 -1.275
H 1.850 -1.338 -2.080


2.
# C36H40IN5O10PRu

A structure of composition C36H40IN5O10PRu (ωB97M-V with the def2-TZVPD basis set, OMol25).

Summary:
- Multiplicity: 6

CARTESIAN COORDINATES (ANGSTROEM)
Ru -1.385 0.431 -1.347
C -1.190 1.073 -5.726
C -0.082 0.312 -5.064
N 1.087 0.291 -5.674
C 2.097 -0.421 -5.159
C 1.967 -1.232 -4.055
C 3.101 -2.089 -3.559
O 3.251 -2.039 -2.144
C 0.734 -1.207 -3.385
C 0.464 -2.132 -2.294
N -0.339 -1.861 -1.342
C -0.566 -2.834 -0.346
C 0.477 -3.652 0.125
C 0.220 -4.620 1.126
C -0.960 -4.643 1.780
C -2.012 -3.617 1.519
C -1.812 -2.919 0.221
I -3.351 -1.755 -0.546
C -0.288 -0.369 -3.839
O -1.441 -0.265 -3.179
H -1.277 0.744 -6.761
H -0.958 2.138 -5.741
H -2.137 0.921 -5.213
H 3.045 -0.349 -5.682
H 4.024 -1.800 -4.071
H 2.921 -3.142 -3.789
H 3.378 -1.119 -1.874
H 0.939 -3.111 -2.339
H 1.471 -3.529 -0.287
H 0.997 -5.330 1.377
H -1.160 -5.364 2.561
H -3.010 -4.050 1.584
O 4.456 4.860 -3.783
N 3.224 4.769 -3.883
O 2.566 5.532 -4.614
C 2.569 3.779 -3.131
C 3.373 2.969 -2.317
C 2.825 1.964 -1.526
C 3.580 1.146 -0.633
C 2.936 0.216 0.139
C 1.550 0.040 0.025
N 0.834 0.766 -0.828
C 1.432 1.707 -1.563
C 0.595 2.532 -2.405
N -0.716 2.244 -2.392
C -1.580 2.991 -3.072
C -1.145 4.082 -3.805
C 0.199 4.380 -3.872
C 1.135 3.597 -3.168
H 4.435 3.157 -2.302
H 4.650 1.294 -0.556
H 3.486 -0.397 0.842
H 1.017 -0.680 0.628
H -2.617 2.689 -3.028
H -1.865 4.681 -4.345
H 0.555 5.210 -4.456
C -3.985 2.997 0.456
C -3.150 2.001 -0.292
O -3.566 1.434 -1.330
O -1.970 1.753 0.131
H -5.024 2.673 0.474
H -3.939 3.949 -0.075
H -3.605 3.139 1.464
C -3.592 0.484 3.347
C -2.288 0.601 4.119
C -2.531 0.718 5.612
C -1.418 1.734 3.607
O -1.556 -0.683 3.999
P -1.100 -1.346 2.654
O -2.034 -2.652 2.654
O -1.237 -0.540 1.434
O 0.395 -1.784 2.854
C 1.109 -2.186 4.073
C 0.259 -3.119 4.919
C 2.354 -2.891 3.565
C 1.471 -0.916 4.824
H -4.187 1.385 3.511
H -4.166 -0.376 3.692
H -3.399 0.385 2.278
H -3.091 1.630 5.821
H -1.586 0.761 6.153
H -3.103 -0.135 5.977
H -1.915 2.682 3.822
H -1.261 1.663 2.533
H -0.453 1.735 4.117
H -0.010 -4.014 4.358
H -0.653 -2.634 5.264
H 0.838 -3.421 5.793
H 2.082 -3.774 2.990
H 2.977 -3.199 4.405
H 2.937 -2.228 2.925
H 0.578 -0.413 5.192
H 2.015 -0.232 4.171
H 2.106 -1.164 5.676


3.
# C36H40N7O4PRuSTe2

A structure of composition C36H40N7O4PRuSTe2 (ωB97M-V with the def2-TZVPD basis set, OMol25).

Summary:
- Multiplicity: 2
- Charge: +1

CARTESIAN COORDINATES (ANGSTROEM)
Ru 0.070 -0.577 -0.315
N -1.406 -4.311 -1.917
C -1.204 -3.157 -1.293
S 0.199 -2.207 -1.844
N -2.031 -2.760 -0.358
N -1.687 -1.548 0.146
C -2.461 -0.992 1.007
C -2.064 0.320 1.484
C -2.876 1.065 2.325
C -2.465 2.326 2.713
C -1.253 2.806 2.245
C -0.491 2.012 1.409
N -0.873 0.787 1.031
H -0.730 -4.685 -2.571
H -2.152 -4.910 -1.598
H -3.372 -1.478 1.338
H -3.811 0.644 2.668
H -3.080 2.926 3.371
H -0.893 3.789 2.515
H 0.455 2.353 1.014
C -0.288 -2.667 2.869
Te 1.308 -1.825 1.731
C 1.255 -0.281 3.216
C -0.043 -0.432 3.968
C -0.480 0.546 4.856
C -1.670 0.386 5.548
C -2.433 -0.759 5.357
C -1.998 -1.742 4.482
C -0.801 -1.589 3.787
H 0.155 -3.500 3.415
H -1.041 -3.084 2.204
H 1.364 0.696 2.748
H 2.119 -0.443 3.862
H 0.119 1.437 5.007
H -1.999 1.149 6.241
H -3.360 -0.891 5.901
H -2.581 -2.646 4.347
O 3.263 -2.862 -0.586
N 3.037 -3.656 -1.532
C 2.161 -4.638 -1.293
C 1.659 -5.383 -2.394
N 1.133 -5.914 -3.273
C 1.481 -4.736 -0.047
N 0.943 -4.770 0.974
Te -0.728 0.976 -2.363
C -2.386 0.075 -3.288
C -3.361 -0.633 -2.595
C -4.412 -1.212 -3.291
C -4.488 -1.086 -4.671
C -3.515 -0.378 -5.360
C -2.460 0.204 -4.671
C -1.700 2.631 -1.493
C -3.010 2.568 -1.038
C -3.589 3.692 -0.466
C -2.862 4.869 -0.344
C -1.554 4.928 -0.803
C -0.969 3.809 -1.380
H -3.307 -0.742 -1.523
H -5.169 -1.768 -2.753
H -5.307 -1.542 -5.211
H -3.571 -0.280 -6.436
H -1.699 0.750 -5.215
H -3.591 1.660 -1.146
H -4.615 3.650 -0.122
H -3.322 5.745 0.095
H -0.991 5.850 -0.726
H 0.048 3.860 -1.748
C 3.361 3.503 0.657
C 3.028 2.956 -0.710
O 1.908 2.038 -0.617
P 2.105 0.447 -0.684
O 3.149 0.125 0.477
C 4.578 -0.117 0.312
C 5.150 -0.359 1.684
O 2.920 0.343 -2.035
C 2.980 -0.740 -3.008
C 4.414 -0.991 -3.390
H 4.168 4.232 0.577
H 3.677 2.708 1.334
H 2.496 4.007 1.091
H 3.876 2.447 -1.169
H 2.712 3.747 -1.390
H 5.029 0.750 -0.171
H 4.685 -0.994 -0.322
H 5.004 0.504 2.335
H 6.219 -0.553 1.604
H 4.683 -1.233 2.139
H 2.386 -0.407 -3.860
H 2.547 -1.638 -2.583
H 4.895 -0.074 -3.732
H 4.440 -1.720 -4.200
H 4.969 -1.409 -2.552


4.
# C36H40N7OPdSTe

A structure of composition C36H40N7OPdSTe (ωB97M-V with the def2-TZVPD basis set, OMol25).

Summary:
- Multiplicity: 2
- Charge: +2

CARTESIAN COORDINATES (ANGSTROEM)
Pd -1.550 0.052 -1.384
S -2.027 4.418 -0.972
C -0.724 4.171 -2.046
C -0.484 2.848 -2.290
C -1.398 2.023 -1.591
C -2.263 2.727 -0.810
C -3.228 2.068 0.048
C -4.319 2.668 0.666
C -5.179 1.882 1.409
C -4.937 0.515 1.519
C -3.829 -0.008 0.887
N -2.995 0.752 0.172
H -0.204 5.024 -2.452
H 0.301 2.493 -2.943
H -4.490 3.730 0.544
H -6.040 2.326 1.891
H -5.591 -0.128 2.091
H -3.575 -1.060 0.951
C -5.500 -3.894 -2.127
N -4.939 -2.595 -2.498
C -5.889 -1.633 -3.043
C -3.680 -2.192 -2.250
N -3.277 -0.966 -2.331
N -2.760 -3.202 -1.962
C -1.667 -3.100 -1.131
N -0.989 -4.254 -0.958
N -1.403 -1.997 -0.515
H -6.295 -3.749 -1.394
H -4.759 -4.544 -1.675
H -5.921 -4.386 -3.002
H -6.788 -2.164 -3.341
H -5.479 -1.145 -3.928
H -6.171 -0.876 -2.306
H -4.029 -0.315 -2.516
H -2.940 -4.101 -2.372
H -1.184 -5.081 -1.496
H -0.136 -4.249 -0.426
H -0.599 -2.060 0.099
C 6.607 3.856 4.016
C 5.439 3.281 3.261
C 4.326 2.789 3.933
C 3.210 2.303 3.263
C 2.016 1.832 4.066
C 3.275 2.275 1.868
Te 1.555 1.418 0.865
N 0.325 0.174 -0.603
C 1.350 -0.114 -1.319
O 2.508 0.279 -0.866
C 1.296 -0.897 -2.583
C 0.170 -0.812 -3.387
C 0.089 -1.493 -4.587
C 1.164 -2.276 -4.989
C 2.302 -2.368 -4.193
C 2.375 -1.674 -2.993
C 1.784 -0.381 1.916
C 3.058 -0.938 1.917
C 3.260 -2.173 2.512
C 2.192 -2.828 3.111
C 0.929 -2.252 3.114
C 0.697 -1.016 2.514
C -0.672 -0.394 2.585
C 4.364 2.768 1.146
C 4.425 2.778 -0.360
C 5.443 3.256 1.872
H 6.369 3.999 5.068
H 6.908 4.812 3.589
H 7.467 3.187 3.950
H 4.311 2.793 5.018
H 1.960 2.376 5.007
H 2.103 0.769 4.295
H 1.076 1.988 3.530
H -0.622 -0.119 -3.081
H -0.786 -1.395 -5.216
H 1.123 -2.797 -5.936
H 3.138 -2.974 -4.513
H 3.260 -1.722 -2.371
H 3.881 -0.420 1.441
H 4.244 -2.621 2.504
H 2.344 -3.788 3.588
H 0.105 -2.763 3.599
H -1.447 -1.160 2.541
H -0.843 0.316 1.773
H -0.798 0.132 3.535
H 3.725 2.073 -0.806
H 5.423 2.516 -0.707
H 4.198 3.776 -0.741
H 6.309 3.629 1.335


5.
# C36H40O5S2Sb2Ti

A structure of composition C36H40O5S2Sb2Ti (ωB97M-V with the def2-TZVPD basis set, OMol25).

Summary:
- Multiplicity: 3

CARTESIAN COORDINATES (ANGSTROEM)
Ti -0.264 -0.402 0.381
C 0.976 2.637 1.564
C 2.158 1.834 2.074
C 2.095 0.398 1.586
Sb 2.857 0.051 -0.426
C 4.568 1.361 -0.152
C 4.636 2.518 -0.913
C 5.678 3.414 -0.755
C 6.692 3.136 0.146
C 6.653 1.964 0.886
C 5.593 1.084 0.741
C 4.082 -1.745 -0.107
C 4.600 -2.282 -1.280
C 5.398 -3.410 -1.266
C 5.693 -4.032 -0.064
C 5.184 -3.511 1.113
C 4.380 -2.378 1.090
Sb 1.026 2.877 -0.583
C 2.110 4.758 -0.445
C 2.126 5.570 -1.568
C 2.754 6.802 -1.550
C 3.382 7.242 -0.397
C 3.387 6.432 0.724
C 2.764 5.197 0.695
C -0.889 3.869 -0.806
C -1.670 3.488 -1.887
C -2.948 3.987 -2.048
C -3.457 4.884 -1.123
C -2.675 5.289 -0.054
C -1.393 4.784 0.102
H 0.935 3.626 2.023
H 0.046 2.121 1.804
H 2.136 1.836 3.172
H 3.110 2.294 1.774
H 1.026 0.113 1.541
H 2.591 -0.289 2.281
H 3.867 2.725 -1.650
H 5.693 4.328 -1.332
H 7.509 3.832 0.269
H 7.452 1.744 1.581
H 5.571 0.164 1.315
H 4.373 -1.790 -2.219
H 5.801 -3.799 -2.189
H 6.323 -4.910 -0.049
H 5.430 -3.984 2.054
H 3.994 -1.981 2.021
H 1.626 5.232 -2.466
H 2.745 7.428 -2.431
H 3.866 8.207 -0.376
H 3.873 6.769 1.628
H 2.794 4.578 1.582
H -1.271 2.784 -2.611
H -3.550 3.672 -2.890
H -4.460 5.269 -1.243
H -3.072 5.992 0.667
H -0.774 5.114 0.928
O -1.792 1.170 2.032
C -2.028 0.831 0.831
O -1.202 1.084 -0.139
C -3.335 0.222 0.477
C -4.527 0.835 0.849
C -5.738 0.266 0.504
C -5.774 -0.927 -0.202
C -4.599 -1.551 -0.567
C -3.373 -0.990 -0.228
S -1.915 -1.878 -0.597
H -4.480 1.761 1.403
H -6.656 0.752 0.793
H -6.721 -1.382 -0.452
H -4.606 -2.487 -1.104
O -0.713 -1.061 2.580
H -1.087 -0.133 2.677
H -1.465 -1.633 2.795
O 0.214 -0.220 -1.864
H -0.544 0.368 -2.038
H -0.034 -1.103 -2.194
C 1.670 -4.402 0.019
S 1.196 -3.185 1.295
C -0.441 -3.940 1.669
O 0.932 -1.969 0.431
H 0.895 -4.382 -0.739
H 1.759 -5.383 0.472
H 2.625 -4.099 -0.399
H -0.606 -3.884 2.740
H -0.468 -4.974 1.347
H -1.189 -3.363 1.119


Sequential energy above the lowest of the compared OMol25 structures with the same formula, charge and spin output: 102.94 0.00 0.00 88.09 4.94 kJ/mol